No. 1
{
  "formula": "C20H33N2O10PS",
  "method": "wB97M-V/def2-TZVPD",
  "homo_lumo_gap_ev": 7.17,
  "lumo_ha": -0.018,
  "energy_ha": -2383.218031,
  "elements": ["C", "C", "O", "C", "C", "C", "C", "C", "N", "S", "N", "C", "C", "C", "O", "O", "C", "P", "C", "O", "H", "H", "H", "H", "H", "H", "H", "H", "H", "H", "H", "H", "H", "H", "H", "H", "H", "C", "C", "O", "C", "O", "O", "C", "H", "H", "H", "H", "H", "H", "H", "H", "C", "C", "O", "C", "O", "O", "C", "H", "H", "H", "H", "H", "H", "H", "H"],
  "coordinates": [[3.046, -2.381, 5.624], [2.700, -1.833, 4.213], [1.322, -1.947, 3.890], [0.914, -3.290, 3.683], [-0.294, -3.257, 2.689], [-1.593, -2.969, 3.478], [-2.259, -4.086, 3.918], [-3.489, -4.036, 4.680], [-4.214, -5.061, 5.122], [-5.467, -4.305, 5.895], [-5.083, -2.749, 5.695], [-3.942, -2.679, 4.977], [-3.259, -1.494, 4.541], [-3.843, -0.134, 4.953], [-2.949, 0.554, 5.848], [-2.374, -0.367, 6.724], [-2.103, -1.589, 3.776], [-1.141, -0.171, 3.099], [-1.252, -0.378, 1.227], [-1.901, 1.293, 3.372], [4.145, -2.489, 5.715], [2.726, -1.690, 6.427], [2.584, -3.369, 5.803], [3.331, -2.277, 3.412], [2.941, -0.751, 4.226], [0.554, -3.712, 4.649], [1.731, -3.956, 3.335], [-0.423, -4.273, 2.263], [-0.125, -2.580, 1.838], [-1.852, -5.085, 3.691], [-4.760, -0.347, 5.546], [-4.159, 0.502, 4.114], [-1.409, -0.271, 6.670], [-1.720, -1.367, 1.056], [-1.951, 0.389, 0.848], [-0.270, -0.287, 0.740], [-1.230, 1.983, 3.423], [-2.013, -0.131, -5.113], [-0.594, 0.330, -4.848], [-0.538, 1.735, -4.566], [-0.951, 2.098, -3.352], [-1.353, 1.366, -2.485], [-0.865, 3.430, -3.271], [-1.377, 3.974, -2.054], [-2.466, 0.466, -5.906], [-2.027, -1.182, -5.405], [-2.638, -0.014, -4.227], [0.010, 0.173, -5.741], [-0.130, -0.240, -4.041], [-0.909, 3.509, -1.187], [-2.459, 3.850, -2.016], [-1.145, 5.036, -2.049], [2.208, 3.936, -4.821], [2.603, 4.484, -6.176], [3.963, 4.162, -6.503], [4.183, 2.901, -6.874], [3.357, 2.030, -6.966], [5.492, 2.762, -7.109], [5.887, 1.426, -7.419], [2.906, 4.277, -4.053], [1.201, 4.257, -4.555], [2.231, 2.847, -4.812], [2.541, 5.572, -6.159], [1.930, 4.135, -6.962], [5.307, 1.026, -8.250], [5.780, 0.791, -6.540], [6.935, 1.454, -7.706]]
}


No. 2
{
  "formula": "C20H33N3O4S",
  "method": "wB97M-V/def2-TZVPD",
  "homo_lumo_gap_ev": 9.21,
  "lumo_ha": 0.020,
  "energy_ha": -1645.342584,
  "smiles": "CCNS(=O)(=O)CC(=O)N(C)C[C@H](C)NC(=O)C[C@H](C)c1ccc(CC)cc1",
  "elements": ["C", "C", "N", "S", "O", "O", "C", "C", "O", "N", "C", "C", "C", "C", "N", "C", "O", "C", "C", "C", "C", "C", "C", "C", "C", "C", "C", "C", "H", "H", "H", "H", "H", "H", "H", "H", "H", "H", "H", "H", "H", "H", "H", "H", "H", "H", "H", "H", "H", "H", "H", "H", "H", "H", "H", "H", "H", "H", "H", "H", "H"],
  "coordinates": [[6.388, -2.402, -4.790], [5.353, -1.274, -4.837], [4.271, -1.606, -5.785], [2.886, -2.521, -5.252], [2.469, -3.317, -6.407], [3.224, -3.160, -3.978], [1.580, -1.240, -4.972], [1.701, -0.497, -3.660], [2.762, 0.080, -3.442], [0.687, -0.504, -2.757], [-0.686, -0.927, -3.066], [0.980, -0.205, -1.338], [0.677, -1.364, -0.361], [0.519, -0.892, 1.094], [1.588, -2.488, -0.564], [1.357, -3.741, -0.155], [0.409, -4.041, 0.565], [2.311, -4.826, -0.659], [1.608, -6.049, -1.312], [2.634, -7.142, -1.677], [0.682, -5.674, -2.483], [1.170, -5.574, -3.791], [0.313, -5.248, -4.838], [-1.039, -5.010, -4.588], [-1.973, -4.669, -5.738], [-1.897, -3.191, -6.149], [-1.531, -5.097, -3.285], [-0.674, -5.431, -2.239], [7.197, -2.151, -4.103], [5.944, -3.335, -4.441], [6.834, -2.582, -5.768], [4.934, -1.097, -3.844], [5.828, -0.348, -5.164], [4.553, -1.842, -6.737], [1.613, -0.560, -5.816], [0.669, -1.820, -5.022], [-0.945, -0.780, -4.115], [-0.830, -1.982, -2.822], [-1.403, -0.343, -2.488], [2.022, 0.089, -1.194], [0.414, 0.679, -1.045], [-0.319, -1.735, -0.619], [-0.126, -0.016, 1.158], [0.064, -1.663, 1.716], [1.481, -0.616, 1.526], [2.340, -2.352, -1.222], [3.027, -4.399, -1.362], [2.886, -5.149, 0.207], [0.970, -6.507, -0.551], [2.152, -7.990, -2.165], [3.408, -6.768, -2.348], [3.135, -7.522, -0.786], [2.215, -5.738, -4.004], [0.705, -5.178, -5.843], [-1.730, -5.307, -6.589], [-2.997, -4.931, -5.467], [-2.590, -2.977, -6.963], [-2.151, -2.536, -5.316], [-0.895, -2.931, -6.495], [-2.575, -4.914, -3.077], [-1.063, -5.492, -1.232]]
}